This record from the OMol25 dataset describes a cluster of 7 separate species, ClH12O6 in total. The level of theory is wB97M-V/def2-TZVPD.

The value obtained for the HOMO energy is -0.1807 Ha. The calculation puts the max |F| at 0.73 eV Å⁻¹. The total energy is -25005.019 eV. Its net charge is -1. The frontier orbital gap is 7.928 eV. The spin multiplicity is 1. The value obtained for the energy above the lowest of the compared OMol25 structures with the same formula, charge and spin is 1.319 eV.

Cartesian coordinates (Å):
1 O 2.8204 -2.1104 2.7537
2 H -2.3882 -2.7537 -0.9037
3 O 2.8253 2.3225 0.9778
4 H 2.0391 0.1686 -2.0659
5 O 2.5479 0.5712 -2.7697
6 H -3.1560 3.3070 3.0825
7 H -3.1937 2.2299 2.0194
8 Cl -0.5110 -0.6000 1.1197
9 H 2.9212 3.0645 1.5748
10 O -1.8804 -0.1372 -3.6041
11 O -3.7393 2.8884 2.4495
12 H 3.1200 1.1965 -2.3248
13 H -2.4416 -0.8855 -3.4011
14 H 2.0515 1.8573 1.2957
15 H 3.4432 -1.3896 2.6607
16 H -1.2116 -0.1460 -2.9194
17 H -2.5121 -4.2616 -0.8513
18 H 2.0480 -1.8246 2.2660
19 O -2.7828 -3.4971 -1.3597

---

This record from the OMol25 dataset describes a structure of composition C27H17ClN2O5PtS3. The level of theory is wB97M-V/def2-TZVPD.

The value obtained for the HOMO energy (spin up / spin down) is 0.0062 / -0.0716 Ha. The calculation puts the max |F| at 0.40 eV Å⁻¹. The total energy is -89769.296 eV. Its net charge is -2. The frontier orbital gap (spin up / spin down) is 3.587 / 5.704 eV. The spin multiplicity is 3.

Cartesian coordinates (Å):
1 C 5.4702 6.5520 0.7358
2 H 6.2179 -2.2271 1.9571
3 H 4.2057 -3.0016 -1.7484
4 O 7.3078 7.8170 -0.1179
5 C 5.5022 4.6120 -1.5001
6 N -1.4018 -1.6677 0.0818
7 C 5.3338 -2.1739 1.3316
8 C 3.2342 3.9174 -1.9182
9 H 5.5946 5.5562 1.1601
10 C -0.8704 -4.0323 -0.0249
11 C 0.0312 -6.1369 -0.7620
12 H 6.2314 -3.1855 -0.3463
13 C -2.4157 0.4946 0.3166
14 C 4.2516 4.8420 -2.0680
15 C -0.9177 -5.1337 -0.8791
16 S 6.7928 5.8140 -1.6575
17 H 1.8982 -4.8314 1.7401
18 H -0.0102 -6.9828 -1.4389
19 S 1.6436 -1.9410 -1.3341
20 Cl -3.9860 -4.5391 -0.1757
21 C 4.1856 -1.5618 1.8081
22 H 1.7985 -6.8243 0.2514
23 C 1.5406 0.9539 -0.7776
24 S 1.5862 -0.7600 1.7553
25 O -5.4265 -0.1718 0.3004
26 C -3.1766 -3.0311 -0.1379
27 C 3.0395 -1.9964 -0.2698
28 C 0.1487 -3.9374 0.9229
29 N -1.7943 -2.9837 -0.1428
30 C 4.7070 2.5040 -0.6459
31 C 3.0214 -1.4773 1.0379
32 O -6.0098 -2.2675 -0.1098
33 Pt 0.2377 -0.4193 -0.3329
34 C 5.3416 -2.7070 0.0469
35 C 3.4331 2.7321 -1.1937
36 C 6.5838 6.8579 -0.2286
37 O -3.4068 1.2666 0.4773
38 H 4.5087 6.5467 0.2218
39 H 4.0796 5.7558 -2.6246
40 H -1.6728 -5.1855 -1.6491
41 H 6.7019 3.2332 -0.3766
42 O -1.1979 0.9571 0.2851
43 C 5.7237 3.4258 -0.8018
44 C -2.5638 -0.9177 0.1478
45 H 2.2612 4.0976 -2.3553
46 H -4.5766 0.4403 0.3813
47 H 4.8736 1.5813 -0.1043
48 C 1.0456 -6.0485 0.1825
49 C 4.2053 -2.6068 -0.7383
50 C 1.0986 -4.9381 1.0166
51 H 5.4832 7.3074 1.5176
52 C 2.3960 1.7815 -1.0167
53 C -3.6936 -1.7803 0.0249
54 H 4.1698 -1.1378 2.8061
55 H 0.2165 -3.0571 1.5471
56 C -5.1413 -1.4345 0.0707

---

This record from the OMol25 dataset describes a structure of composition C4H7NO2. The level of theory is wB97M-V/def2-TZVPD.

The value obtained for the HOMO energy is -0.2757 Ha. The calculation puts the max |F| at 0.45 eV Å⁻¹. The total energy is -9841.923 eV. The frontier orbital gap is 7.814 eV. The spin multiplicity is 1. The value obtained for the energy above the lowest of the compared OMol25 structures with the same formula, charge and spin is 5.357 eV.

Cartesian coordinates (Å):
1 N -0.4243 -2.5757 0.2118
2 H -0.1972 1.3922 -1.7096
3 C 0.0321 -1.3251 0.2204
4 H 1.4192 2.2104 -1.3513
5 O -0.2343 2.8656 -0.3100
6 H 0.2103 -3.2827 -0.1342
7 H -1.4149 -2.7268 0.1134
8 C 0.3627 2.1035 -1.0477
9 H 1.6103 0.2561 1.4403
10 H -0.8029 -0.3156 1.9030
11 O 1.1853 -1.0331 -0.1899
12 H -1.2431 0.4807 0.3705
13 C 0.9720 0.4429 0.5589
14 C -0.4650 -0.0998 0.8798